No. 1
# C20H22AlBrN3OP2

A molecular structure, C20H22AlBrN3OP2 (the ωB97M-V functional and the def2-TZVPD basis, the Open Molecules 2025 dataset).

* Kohn-Sham gap: 8.522 eV
* relative energy (zero: lowest compared OMol25 entry of this formula, charge and spin): 0.00 kcal per mole
* net charge: +1
* HOMO level: -11.30 eV

Last column: natural (NBO) charge in e.
CARTESIAN COORDINATES (ANGSTROEM)
Br -2.462 -1.676 -5.905  0.091
P 1.934 0.323 0.089  0.906
P -0.738 -0.918 1.377  0.886
Al -0.374 0.991 -0.197  1.563
O -1.511 1.967 0.865  -0.846
N -1.784 6.667 0.309  -0.272
N 0.623 2.807 -0.982  -0.522
N -2.862 3.552 1.710  -0.752
C -1.444 5.570 0.235  0.256
C -1.837 3.222 0.932  0.690
C 1.943 -1.376 0.733  -0.355
C 2.799 0.298 -1.499  -0.940
C -2.211 0.400 -3.981  -0.250
C -0.916 -0.538 3.147  -0.927
C -1.110 -1.666 -3.409  -0.234
C -1.876 -0.910 -4.282  -0.075
C -1.009 0.225 -1.869  -0.654
C -0.102 3.589 -0.520  0.479
C -2.127 -2.025 1.009  -0.935
C 1.967 -3.986 1.709  -0.189
C -0.690 -1.093 -2.217  -0.218
C 3.107 -2.141 0.680  -0.177
C -1.772 0.954 -2.787  -0.123
C 2.979 1.299 1.205  -0.933
C -1.122 4.194 0.203  -0.528
C 3.120 -3.438 1.164  -0.174
C 0.775 -1.929 1.285  -0.342
C 0.804 -3.235 1.769  -0.133
H 3.831 -0.034 -1.393  0.248
H 2.784 1.311 -1.901  0.274
H 1.973 -4.999 2.086  0.236
H -0.073 0.066 3.482  0.249
H 4.029 -4.023 1.115  0.237
H -2.171 -2.873 1.691  0.244
H 4.013 -1.725 0.255  0.222
H 3.984 0.883 1.261  0.253
H -0.087 -1.707 -1.550  0.196
H 2.545 1.313 2.205  0.252
H 2.266 -0.357 -2.188  0.268
H -0.088 -3.676 2.197  0.213
H -0.959 -1.449 3.743  0.249
H -3.051 -1.453 1.102  0.259
H -2.036 1.986 -2.581  0.201
H 3.030 2.320 0.825  0.265
H -3.170 4.509 1.774  0.432
H -3.393 2.830 2.164  0.421
H -2.048 -2.379 -0.018  0.267
H -0.847 -2.685 -3.660  0.233
H -2.803 0.980 -4.675  0.237
H -1.832 0.034 3.295  0.251

***

No. 2
# C20H22AuClN2O8Sb

A molecular structure, C20H22AuClN2O8Sb (the ωB97M-V functional and the def2-TZVPD basis, the Open Molecules 2025 dataset).

* Kohn-Sham gap: 5.613 eV
* relative energy (zero: lowest compared OMol25 entry of this formula, charge and spin): 6.75 kcal per mole
* net charge: -1
* HOMO level: -4.49 eV

Last column: natural (NBO) charge in e.
CARTESIAN COORDINATES (ANGSTROEM)
Au -12.058 -4.207 14.224  0.410
Sb -9.628 -3.471 15.051  1.234
Cl -17.638 -5.930 17.411  0.003
O -13.976 -4.076 13.408  -0.790
O -8.760 -10.761 10.680  -0.365
O -7.821 -6.654 15.079  -0.685
O -9.909 -5.678 14.963  -0.839
O -13.443 -1.929 15.637  -0.564
O -13.612 -7.669 12.905  -0.356
O -7.204 -10.382 12.153  -0.399
O -13.291 -9.254 11.495  -0.387
N -8.389 -10.325 11.743  0.521
N -12.932 -8.516 12.369  0.538
C -9.800 -0.259 15.276  -0.629
C -10.724 -9.555 12.079  -0.180
C -14.918 -4.338 14.255  0.430
C -9.387 -9.576 12.466  0.001
C -10.051 -3.353 17.226  -0.737
C -15.183 -3.559 15.500  -0.288
C -16.162 -4.104 16.350  -0.173
C -16.523 -6.024 14.923  -0.193
C -14.635 -2.248 15.756  0.410
C -7.377 -3.455 14.872  -0.696
C -16.771 -5.322 16.133  -0.171
C -15.821 -5.424 13.946  -0.291
C -11.509 -8.661 12.772  0.004
C -6.966 -2.456 13.809  -0.636
C -9.595 -4.617 18.062  -0.624
C -8.845 -8.775 13.449  -0.152
C -11.087 -7.751 13.769  -0.132
C -10.279 -1.415 14.405  -0.746
C -9.696 -7.839 14.049  -0.061
C -9.053 -6.686 14.815  0.751
H -8.830 -5.203 17.575  0.218
H -10.447 0.647 15.025  0.194
H -6.664 -1.503 14.284  0.199
H -11.169 -3.310 17.305  0.236
H -16.477 -3.531 17.186  0.203
H -6.939 -3.241 15.853  0.217
H -7.054 -4.468 14.552  0.257
H -9.742 -2.389 17.571  0.202
H -6.127 -2.799 13.180  0.208
H -7.790 -2.142 13.152  0.206
H -9.928 -1.412 13.358  0.199
H -11.307 -1.597 14.423  0.230
H -11.023 -10.054 11.146  0.282
H -8.803 -0.105 14.938  0.197
H -9.870 -0.477 16.354  0.198
H -15.311 -1.476 16.053  0.109
H -15.671 -5.831 12.900  0.233
H -9.203 -4.193 18.985  0.197
H -11.759 -6.999 14.193  0.296
H -7.766 -8.883 13.599  0.282
H -16.922 -7.026 14.710  0.219
H -10.431 -5.306 18.267  0.212

***

No. 3
# C20H22AuN4O5

A molecular structure, C20H22AuN4O5 (the ωB97M-V functional and the def2-TZVPD basis, the Open Molecules 2025 dataset).

* Kohn-Sham gap: 7.044 eV
* net charge: +1
* HOMO level: -11.09 eV

Last column: natural (NBO) charge in e.
CARTESIAN COORDINATES (ANGSTROEM)
Au -1.349 -1.306 -0.001  0.604
O 1.355 1.625 -0.298  -0.591
O 2.054 -0.181 6.283  -0.370
O -4.177 -0.676 -0.806  -0.447
O -0.547 0.950 -1.268  -0.737
O 3.991 -0.233 5.342  -0.349
N 2.777 -0.299 5.301  0.517
N 0.734 -1.365 0.208  -0.507
N 0.299 0.835 -3.599  -0.653
N -1.002 -0.873 2.241  -0.528
C 0.304 -0.836 2.498  0.237
C 1.236 1.551 -2.726  -0.183
C 2.610 -1.024 1.681  -0.087
C 2.190 -0.540 4.023  0.051
C -0.197 -0.397 4.813  -0.114
C -1.912 -0.690 3.181  0.079
C 0.723 1.394 -1.286  0.784
C 3.069 -0.749 2.967  -0.099
C 0.780 -0.580 3.818  -0.092
C -1.538 -0.445 4.497  -0.229
C 3.485 -1.262 0.592  -0.082
C 1.215 -1.075 1.426  0.190
C 2.961 -1.556 -0.636  -0.243
C 1.569 -1.608 -0.789  0.099
C -3.793 0.670 -0.997  -0.266
C -0.009 3.075 -4.132  -0.414
C -3.328 -1.567 -0.397  0.296
C -0.016 1.683 -4.747  -0.219
C 1.197 3.026 -3.192  -0.402
C -3.928 -2.924 -0.338  -0.747
H -0.983 1.401 -5.169  0.210
H -5.012 -2.884 -0.452  0.236
H 4.130 -0.706 3.149  0.264
H 0.627 -0.084 -3.873  0.388
H 1.107 3.713 -2.355  0.237
H 0.742 1.598 -5.533  0.185
H -2.950 -0.754 2.892  0.206
H 0.124 -0.224 5.831  0.273
H 2.112 3.274 -3.728  0.224
H -4.620 1.291 -0.656  0.215
H -0.743 0.831 -2.253  0.512
H 4.549 -1.202 0.759  0.239
H -3.509 -3.500 -1.166  0.273
H 0.078 3.855 -4.881  0.236
H 1.120 -1.860 -1.741  0.218
H -0.925 3.230 -3.563  0.205
H 3.595 -1.759 -1.485  0.242
H -2.294 -0.299 5.253  0.241
H -3.643 0.840 -2.065  0.203
H 2.257 1.162 -2.747  0.223
H -2.876 0.900 -0.451  0.215
H -3.643 -3.442 0.577  0.256

***

No. 4
# C20H22BFN2O6W

A molecular structure, C20H22BFN2O6W (the ωB97M-V functional and the def2-TZVPD basis, the Open Molecules 2025 dataset).

* Kohn-Sham gap: 5.140 eV
* relative energy (zero: lowest compared OMol25 entry of this formula, charge and spin): 5.38 kcal per mole
* net charge: -2
* HOMO level: -0.47 eV

Last column: natural (NBO) charge in e.
CARTESIAN COORDINATES (ANGSTROEM)
W -2.424 0.968 0.261  1.800
F -3.529 1.733 1.740  -0.671
O -0.961 1.839 1.491  -0.708
O -4.041 -0.287 -0.061  -0.726
O -2.855 2.004 -1.063  -0.732
O -0.465 0.511 -2.255  -0.762
O 0.791 0.583 -0.352  -0.780
O 1.281 -0.752 3.829  -0.719
N -0.558 -0.295 2.243  -0.446
N -1.751 -0.646 1.568  -0.552
C 2.667 1.018 4.552  -0.309
C -4.901 -2.401 -0.735  -0.330
C -4.632 -3.710 -1.118  -0.227
C 0.916 -1.375 -2.734  -0.632
C 0.861 0.149 -2.627  0.229
C -2.296 -3.377 -0.676  -0.195
C 2.958 -0.092 -1.120  -0.625
C -2.544 -2.078 -0.272  -0.138
C 1.220 2.791 2.994  -0.176
C 1.587 0.540 3.799  0.353
C 1.184 0.769 -3.977  -0.618
C 2.038 2.180 -1.594  -0.638
C 0.848 1.454 3.015  -0.119
C -3.333 -4.207 -1.108  -0.309
C 3.017 2.359 4.518  -0.216
C 2.298 3.257 3.737  -0.300
C -1.534 -1.124 0.240  -0.241
C -0.298 0.980 2.204  0.553
C 1.699 0.698 -1.439  0.257
C -3.857 -1.556 -0.338  0.450
B -0.533 0.608 -0.846  0.796
H 0.444 -0.836 3.168  0.489
H 3.861 2.704 5.106  0.183
H -0.504 -1.434 0.058  0.208
H 2.795 2.352 -2.365  0.184
H 0.707 -1.837 -1.768  0.224
H 2.417 2.542 -0.637  0.220
H 0.141 -1.698 -3.431  0.217
H 2.573 4.305 3.707  0.188
H 3.646 -0.095 -1.971  0.185
H 1.139 2.748 -1.838  0.226
H 0.549 0.319 -4.742  0.207
H 3.462 0.367 -0.267  0.217
H 0.633 3.457 2.373  0.229
H -3.132 -5.227 -1.415  0.181
H -1.278 -3.754 -0.635  0.188
H 0.995 1.841 -3.968  0.218
H 2.230 0.593 -4.249  0.187
H 2.717 -1.119 -0.853  0.218
H 3.222 0.307 5.152  0.198
H 1.888 -1.725 -3.092  0.187
H -5.908 -2.001 -0.768  0.197
H -5.449 -4.348 -1.443  0.179